# C46H55N2O12

5 unconnected molecules or ions with the total composition C46H55N2O12 in a non-equilibrium geometry (the ωB97M-V functional and the def2-TZVPD basis, the Open Molecules 2025 dataset).

Geometry as XYZ:
```
115
Properties=species:S:1:pos:R:3:lowdin_charge:R:1
C -1.44 2.95 -2.45 0.1797
C -0.61 2.75 -1.59 -0.1161
C 0.57 2.39 -0.85 -0.0986
N 0.39 1.17 0.00 -0.0309
C -0.98 0.96 0.52 -0.0948
C -0.88 0.10 1.78 -0.0581
C 0.17 -1.08 1.66 -0.3975
C 1.57 -0.64 2.30 -0.1354
C 2.06 -1.49 3.47 -0.1710
C 3.40 -0.86 3.96 -0.1871
C 4.64 -1.63 3.47 -0.1964
C 4.69 -1.83 1.95 -0.2097
C 5.26 -0.63 1.20 -0.2087
C 5.59 -1.00 -0.27 -0.1767
C 5.81 0.31 -1.01 -0.1681
O 6.17 0.22 -2.41 -0.0265
C 6.20 -1.05 -2.93 -0.5342
C 4.93 -1.64 -3.52 0.0115
O 7.21 -1.69 -2.94 0.1417
N -0.37 -2.20 2.42 -0.0074
C -0.66 -3.42 1.68 -0.2584
C 0.58 -4.29 1.41 -0.0575
C 0.42 -1.35 0.17 -0.0699
C 0.86 -0.10 -0.64 -0.2098
C 0.32 -0.27 -2.08 -0.0335
C 0.80 -1.60 -2.70 -0.4944
O 1.83 -1.62 -3.29 0.1479
O 0.04 -2.70 -2.60 0.1130
H -2.08 3.22 -3.24 0.0507
H 0.79 3.22 -0.17 0.1496
H 1.45 2.29 -1.48 0.1479
H 0.98 1.30 0.83 0.1714
H -1.65 0.55 -0.22 0.1387
H -1.39 1.91 0.83 0.1095
H -0.70 0.69 2.67 0.1288
H -1.85 -0.38 1.87 0.1295
H 1.40 0.36 2.71 0.1085
H 2.34 -0.53 1.53 0.0886
H 2.26 -2.52 3.20 0.0988
H 1.36 -1.39 4.29 0.1117
H 3.46 0.14 3.52 0.0981
H 3.42 -0.74 5.04 0.1092
H 5.54 -1.09 3.76 0.1106
H 4.67 -2.60 3.96 0.1137
H 3.73 -2.12 1.51 0.0895
H 5.39 -2.65 1.77 0.1208
H 4.50 0.16 1.17 0.0976
H 6.16 -0.24 1.68 0.1229
H 6.49 -1.60 -0.24 0.1305
H 4.72 -1.54 -0.64 0.1063
H 4.89 0.91 -0.96 0.1113
H 6.61 0.84 -0.51 0.1315
H 4.49 -2.32 -2.80 0.0757
H 5.16 -2.20 -4.42 0.0914
H 4.24 -0.83 -3.76 0.0714
H -1.15 -1.96 3.01 0.1201
H -1.27 -4.03 2.34 0.0984
H -1.28 -3.29 0.79 0.0947
H 1.51 -3.73 1.48 0.0504
H 0.54 -4.74 0.41 0.0745
H 0.61 -5.12 2.11 0.0768
H 1.18 -2.11 -0.02 0.1329
H -0.49 -1.71 -0.30 0.1076
H 1.94 -0.05 -0.75 0.1599
H -0.77 -0.31 -2.03 0.1241
H 0.59 0.55 -2.73 0.1254
H -0.88 -2.46 -2.40 0.1179
C -3.00 5.93 1.54 0.0242
C -3.51 7.14 1.34 0.0434
C -4.24 7.47 0.09 -0.3686
O -4.70 8.57 -0.09 0.1249
C -4.40 6.39 -0.92 0.0359
C -3.90 5.18 -0.71 0.0143
C -3.16 4.85 0.53 -0.3734
O -2.70 3.74 0.72 0.0597
H -2.46 5.67 2.44 0.1231
H -3.40 7.94 2.06 0.1138
H -4.95 6.65 -1.82 0.1275
H -4.01 4.38 -1.43 0.1107
C -3.44 11.48 1.35 0.0162
C -3.10 12.44 0.49 0.0280
C -1.82 13.18 0.64 -0.3848
O -1.51 14.05 -0.14 0.1159
C -0.95 12.83 1.79 0.0243
C -1.29 11.87 2.65 0.0177
C -2.57 11.12 2.49 -0.3847
O -2.88 10.25 3.27 0.0859
H -4.36 10.92 1.26 0.1116
H -3.72 12.71 -0.35 0.1252
H -0.03 13.38 1.88 0.1238
H -0.67 11.59 3.49 0.1212
C -3.06 -7.21 -5.51 0.0336
C -3.13 -6.91 -4.22 0.0257
C -2.33 -5.80 -3.64 -0.3719
O -2.39 -5.53 -2.46 0.0721
C -1.45 -5.04 -4.56 0.0202
C -1.37 -5.34 -5.85 0.0345
C -2.17 -6.45 -6.43 -0.3793
O -2.11 -6.72 -7.61 0.1266
H -3.63 -8.02 -5.95 0.1277
H -3.77 -7.45 -3.53 0.1247
H -0.87 -4.24 -4.12 0.0940
H -0.73 -4.80 -6.54 0.1261
C -2.58 -7.28 0.15 0.0252
C -2.81 -6.21 0.89 0.0134
C -3.38 -6.32 2.25 -0.3843
O -3.59 -5.34 2.93 0.0905
C -3.70 -7.68 2.75 0.0229
C -3.48 -8.76 2.00 0.0276
C -2.90 -8.64 0.64 -0.3780
O -2.69 -9.62 -0.05 0.1167
H -2.16 -7.20 -0.85 0.0981
H -2.58 -5.21 0.54 0.1002
H -4.12 -7.75 3.74 0.1233
H -3.70 -9.76 2.34 0.1248
```

The HOMO-LUMO gap is 7.66 eV. The calculation puts the total energy at -76130.913 eV. Its total charge is +1. The LUMO energy is -0.1422 Ha. As for the HOMO energy: -11.53 eV. The max |F| is 1.99 eV/A.

=====

# C17H11Cl3F10GeN3W

A molecular structure, C17H11Cl3F10GeN3W in a non-equilibrium geometry (the ωB97M-V functional and the def2-TZVPD basis, the Open Molecules 2025 dataset).

Geometry as XYZ:
```
46
Properties=species:S:1:pos:R:3:lowdin_charge:R:1
W 0.02 0.62 0.62 1.2452
C 0.09 3.62 0.86 -0.0446
N -0.03 2.59 -0.22 -0.3370
C -1.32 2.81 -0.98 -0.1224
C -2.39 1.92 -0.37 -0.1474
N -1.72 0.61 -0.18 -0.2240
C -2.49 -0.59 -0.14 -0.1942
C -3.18 -0.95 1.02 -0.1646
F -3.14 -0.14 2.07 0.1103
C -3.91 -2.12 1.08 -0.1424
F -4.56 -2.45 2.18 0.1766
C -3.95 -2.96 -0.02 -0.1333
F -4.64 -4.08 0.03 0.1843
C -3.28 -2.62 -1.19 -0.1422
F -3.34 -3.41 -2.25 0.1645
C -2.57 -1.43 -1.24 -0.1967
F -1.96 -1.09 -2.38 0.0718
C 1.15 2.68 -1.15 -0.1411
C 2.39 2.07 -0.50 -0.1374
N 1.96 0.72 -0.06 -0.1434
C 2.82 -0.30 0.06 -0.2845
C 2.35 -1.74 0.08 -0.7239
F 2.54 -1.47 2.60 -0.5494
C -0.62 -3.48 1.10 0.1196
F -0.19 -4.58 0.87 0.1806
C 3.59 -2.48 0.41 -0.2216
F 3.60 -3.74 0.68 0.2128
C 4.67 -1.64 0.31 -0.1089
F 5.92 -1.98 0.40 0.2354
C 4.21 -0.34 0.07 -0.1073
F 5.00 0.69 -0.10 0.2013
H 0.17 4.61 0.41 0.1162
H 0.96 3.43 1.48 0.0874
H -0.80 3.58 1.49 0.0965
H -1.15 2.51 -2.01 0.1310
H -1.58 3.86 -0.96 0.1443
H -3.24 1.81 -1.04 0.1474
H -2.75 2.29 0.59 0.1296
H 1.29 3.72 -1.46 0.1512
H 0.90 2.09 -2.04 0.1299
H 2.76 2.65 0.34 0.1352
H 3.19 2.01 -1.24 0.1398
Cl 1.05 -2.00 1.28 0.8270
Ge 0.99 -2.00 -1.50 0.7479
Cl 1.34 -4.10 -1.85 0.1791
Cl -0.16 0.80 2.86 0.2014
```

Its multiplicity is 4. The HOMO-LUMO gap (spin up / spin down) is 6.00 / 6.54 eV. The calculation puts the total energy at -145336.177 eV. Its total charge is +2. The LUMO energy (spin up / spin down) is -0.3292 / -0.3251 Ha. As for the HOMO energy (spin up / spin down): -14.96 / -15.39 eV. The max |F| is 1.11 eV/A.